Entry 1:
{"formula": "C3H3O2S2", "method": "the ωB97M-V functional and the def2-TZVPD basis", "symbols": ["C", "C", "C", "O", "O", "S", "S", "H", "H", "H"], "coordinates": [[1.109, 0.315, -0.853], [-2.389, 0.249, 0.563], [2.398, 0.415, -1.030], [-3.372, -0.249, 0.221], [-1.614, 1.082, 0.762], [1.221, 1.198, -2.376], [-0.857, -1.682, 1.498], [0.333, -0.140, -0.371], [3.403, 0.074, -0.976], [-0.232, -1.263, 2.560]], "forces_ev_per_angstrom": [[3.87, 0.50, -0.94], [0.33, 0.32, 0.32], [-3.03, 0.21, -0.47], [-1.44, -1.35, -0.48], [1.19, 1.47, 0.23], [0.80, 0.34, -0.33], [-0.64, -1.00, -1.03], [-1.88, -1.10, 1.71], [0.27, 0.03, 0.10], [0.53, 0.59, 0.89]], "spin_multiplicity": 1, "homo_energy_ev": -3.466, "total_charge": -1, "energy_ha": -1062.9392}


Entry 2:
{"formula": "C54H62Br2ClIN10O2P", "method": "the ωB97M-V functional and the def2-TZVPD basis", "symbols": ["C", "C", "C", "I", "P", "C", "C", "C", "Cl", "O", "N", "O", "C", "Br", "C", "C", "Br", "H", "H", "H", "H", "H", "H", "H", "H", "H", "H", "H", "H", "H", "H", "H", "H", "H", "N", "C", "C", "C", "C", "C", "H", "H", "H", "H", "H", "N", "C", "C", "C", "C", "C", "H", "H", "H", "H", "H", "N", "C", "C", "C", "C", "C", "H", "H", "H", "H", "H", "N", "C", "C", "C", "C", "C", "H", "H", "H", "H", "H", "N", "C", "C", "C", "C", "C", "H", "H", "H", "H", "H", "N", "C", "C", "C", "C", "C", "H", "H", "H", "H", "H", "N", "C", "C", "C", "C", "C", "H", "H", "H", "H", "H", "N", "C", "C", "C", "C", "C", "H", "H", "H", "H", "H", "N", "C", "C", "C", "C", "C", "H", "H", "H", "H", "H"], "coordinates": [[0.516, -4.495, -2.656], [-0.611, -3.807, -3.624], [-0.364, -2.228, -3.982], [0.817, -2.159, -5.828], [0.284, -1.147, -2.557], [-0.874, -1.516, -1.035], [-2.484, -1.286, -1.409], [-3.331, -2.688, -1.308], [-4.512, -2.742, -2.744], [0.111, 0.576, -2.853], [-0.317, 0.793, -4.115], [-1.533, 0.957, -4.152], [2.062, -1.501, -1.976], [3.499, -1.125, -3.313], [2.308, -0.531, -0.635], [3.541, 0.532, -0.815], [2.509, -1.607, 1.067], [0.388, -4.241, -1.518], [0.368, -5.675, -2.749], [1.635, -4.300, -2.997], [-0.559, -4.394, -4.663], [-1.716, -3.915, -3.255], [-1.437, -1.789, -4.271], [-0.621, -0.801, -0.143], [-0.787, -2.620, -0.656], [-2.871, -0.421, -0.719], [-2.488, -0.957, -2.549], [-2.621, -3.618, -1.294], [-3.878, -2.677, -0.248], [2.250, -2.602, -1.578], [1.325, 0.125, -0.470], [4.616, 0.033, -0.855], [3.376, 1.322, -1.693], [3.553, 1.195, 0.178], [-10.350, -1.032, -2.052], [-9.495, -1.084, -1.007], [-8.199, -1.565, -1.095], [-7.749, -2.023, -2.328], [-8.606, -1.984, -3.423], [-9.884, -1.482, -3.237], [-9.894, -0.718, -0.065], [-7.555, -1.581, -0.222], [-6.739, -2.408, -2.436], [-8.286, -2.335, -4.398], [-10.589, -1.428, -4.062], [5.632, 0.965, 2.905], [6.137, 2.217, 2.932], [5.603, 3.247, 3.690], [4.480, 2.980, 4.465], [3.935, 1.700, 4.457], [4.542, 0.735, 3.669], [7.012, 2.377, 2.308], [6.052, 4.234, 3.675], [4.033, 3.763, 5.071], [3.060, 1.460, 5.049], [4.156, -0.280, 3.631], [-11.831, -0.350, 1.205], [-11.994, -0.609, 2.521], [-12.879, 0.076, 3.337], [-13.643, 1.093, 2.773], [-13.496, 1.385, 1.421], [-12.587, 0.641, 0.685], [-11.373, -1.408, 2.915], [-12.971, -0.176, 4.387], [-14.347, 1.653, 3.382], [-14.076, 2.171, 0.951], [-12.439, 0.829, -0.375], [8.356, 5.068, 2.367], [9.113, 4.944, 3.479], [9.860, 5.978, 4.022], [9.832, 7.214, 3.386], [9.063, 7.372, 2.238], [8.348, 6.281, 1.772], [9.104, 3.959, 3.937], [10.448, 5.822, 4.920], [10.405, 8.048, 3.782], [9.022, 8.323, 1.718], [7.730, 6.355, 0.882], [-0.929, 3.035, -0.862], [-0.926, 3.116, -2.211], [-0.534, 4.243, -2.915], [-0.121, 5.359, -2.194], [-0.114, 5.307, -0.804], [-0.521, 4.134, -0.190], [-1.260, 2.221, -2.728], [-0.550, 4.251, -3.999], [0.193, 6.261, -2.711], [0.201, 6.160, -0.213], [-0.530, 4.043, 0.893], [7.164, 0.998, 8.160], [6.725, 0.637, 6.935], [6.246, -0.627, 6.630], [6.217, -1.582, 7.641], [6.664, -1.240, 8.913], [7.122, 0.051, 9.122], [6.771, 1.416, 6.179], [5.903, -0.861, 5.628], [5.849, -2.583, 7.439], [6.654, -1.961, 9.722], [7.478, 0.367, 10.098], [1.421, 7.344, 2.046], [1.926, 8.597, 2.073], [1.393, 9.627, 2.831], [0.269, 9.360, 3.607], [-0.276, 8.080, 3.598], [0.331, 7.115, 2.811], [2.801, 8.757, 1.449], [1.841, 10.614, 2.817], [-0.178, 10.142, 4.213], [-1.151, 7.840, 4.191], [-0.054, 6.100, 2.773], [4.184, -5.891, -3.738], [3.917, -5.544, -5.016], [3.386, -6.413, -5.955], [3.114, -7.720, -5.564], [3.380, -8.108, -4.255], [3.908, -7.166, -3.387], [4.150, -4.515, -5.274], [3.189, -6.079, -6.968], [2.698, -8.430, -6.273], [3.179, -9.119, -3.919], [4.130, -7.419, -2.354], [-1.570, -6.937, -4.477], [-2.348, -6.610, -5.533], [-3.686, -6.954, -5.640], [-4.263, -7.682, -4.605], [-3.487, -8.036, -3.505], [-2.159, -7.642, -3.487], [-1.851, -6.044, -6.316], [-4.264, -6.662, -6.509], [-5.309, -7.971, -4.654], [-3.907, -8.603, -2.683], [-1.513, -7.891, -2.650]], "forces_ev_per_angstrom": [[-0.14, -1.22, -0.11], [0.42, -0.64, -0.33], [-1.82, -0.03, -0.46], [-0.38, 0.30, 0.80], [-0.56, -0.61, 1.39], [-1.18, 0.20, 0.84], [1.04, -0.01, -1.17], [0.77, 0.89, 1.72], [1.62, -0.30, 1.46], [1.06, -4.03, 2.54], [-4.73, 1.12, -3.15], [4.27, -0.90, -0.06], [1.09, 0.01, 2.03], [-1.25, -0.54, 0.45], [-0.49, 2.07, -0.98], [0.31, 0.99, 1.46], [-0.19, 0.66, -1.56], [0.27, -0.33, -2.20], [0.26, 2.63, 0.17], [-2.42, -0.21, 0.56], [-0.17, 1.44, 2.36], [2.21, 0.12, -0.41], [2.44, -0.73, 0.63], [-0.11, -1.35, -1.83], [0.47, 2.07, -0.94], [0.51, -1.82, -1.56], [-0.46, -0.39, 2.56], [-1.50, 1.74, -0.42], [0.73, -0.17, -2.66], [-0.97, 2.18, -1.29], [2.22, -1.42, -0.20], [-2.52, 0.92, -0.12], [0.23, -2.13, 1.78], [-0.11, -1.55, -2.06], [0.99, -0.35, -0.16], [-0.61, 0.20, -0.43], [0.06, -0.13, -0.45], [-0.01, -0.05, 0.00], [0.13, 0.02, 0.26], [-0.45, 0.34, 0.74], [-0.03, -0.09, -0.10], [-0.08, 0.01, -0.03], [-0.55, 0.13, 0.08], [-0.05, 0.03, 0.06], [0.08, -0.03, 0.03], [-0.49, 0.63, 0.53], [-0.13, -0.85, -0.16], [-0.26, -0.01, 0.21], [0.00, 0.01, -0.01], [0.09, 0.19, -0.03], [0.70, 0.12, -0.53], [-0.06, 0.11, 0.08], [0.01, -0.13, -0.07], [0.06, -0.09, -0.06], [0.09, -0.01, -0.04], [-0.02, 0.06, 0.03], [-0.68, 0.57, 0.72], [0.15, 0.13, -0.89], [-0.12, 0.17, -0.13], [-0.01, 0.02, -0.02], [-0.01, -0.10, 0.31], [0.55, -0.65, 0.14], [-0.06, 0.05, 0.02], [0.02, 0.01, -0.10], [0.08, -0.07, -0.07], [0.07, -0.09, 0.02], [-0.01, -0.03, 0.07], [0.49, 0.75, 0.39], [-0.52, -0.02, -0.72], [-0.02, 0.22, -0.14], [0.00, 0.00, 0.00], [0.13, -0.08, 0.23], [-0.07, -0.82, 0.29], [0.03, 0.07, 0.02], [-0.07, -0.01, -0.09], [-0.07, -0.10, -0.05], [-0.01, -0.10, 0.03], [0.06, 0.03, 0.06], [0.34, 0.66, -0.45], [-0.14, 0.03, 0.90], [0.05, 0.10, 0.17], [0.03, 0.02, 0.05], [-0.02, 0.06, -0.30], [-0.28, -0.79, -0.31], [-0.18, 0.88, 0.61], [-0.03, 0.00, 0.07], [-0.04, -0.11, 0.07], [0.02, -0.10, 0.01], [0.02, 0.06, -0.09], [-0.36, -0.95, -0.21], [0.33, 0.36, 0.80], [-0.01, -0.21, 0.22], [0.00, 0.02, 0.01], [-0.10, -0.05, -0.26], [0.08, 0.73, -0.56], [-0.04, -0.07, -0.01], [0.07, 0.06, 0.08], [0.05, 0.11, 0.03], [0.01, 0.09, -0.06], [-0.03, -0.07, -0.07], [-0.46, 0.69, 0.49], [-0.24, -0.86, -0.09], [-0.22, -0.09, 0.14], [0.00, 0.01, 0.00], [0.12, 0.21, -0.01], [0.73, 0.11, -0.52], [-0.06, 0.03, 0.06], [-0.03, -0.11, -0.01], [0.05, -0.10, -0.08], [0.09, 0.01, -0.06], [-0.02, 0.07, 0.04], [-0.48, -0.55, -0.62], [0.18, -0.16, 0.87], [-0.05, -0.22, 0.11], [-0.03, -0.03, 0.00], [-0.05, 0.11, -0.27], [0.21, 0.85, -0.09], [-0.01, -0.05, -0.03], [0.04, -0.02, 0.09], [0.05, 0.09, 0.09], [0.03, 0.10, -0.02], [-0.01, -0.02, -0.09], [-0.92, -0.14, 0.00], [0.54, -0.19, 0.66], [-0.06, -0.12, 0.19], [-0.02, 0.00, 0.01], [-0.12, 0.09, -0.22], [0.47, 0.45, -0.56], [-0.07, -0.04, -0.01], [0.08, -0.03, 0.07], [0.13, 0.04, 0.00], [0.06, 0.05, -0.08], [-0.08, -0.03, -0.04]], "spin_multiplicity": 1, "homo_energy_ev": -10.728, "total_charge": 1, "energy_ha": -9039.6357}


Number 1: LUMO 3.179 eV, HOMO-LUMO gap 0.2442 hartree. Number 2: LUMO -4.449 eV, HOMO-LUMO gap 0.2308 hartree.